Formula: C4H11N3O2
Source: the Open Molecules 2025 dataset
Level of theory: ωB97M-V/def2-TZVPD

Frontier orbital gap: 9.5 eV
ΔE to the lowest compared entry with this formula, charge and spin: 3.585 eV
HOMO energy: -0.325 Ha
Electronic energy: -473.67101 a.u.
Lowest unoccupied orbital energy: 0.6286 eV
Spin multiplicity: 1
Structure (SMILES): CN=C(N)N.CC(=O)O

Geometry as XYZ:
```
20
C4H11N3O2 ωB97M-V/def2-TZVPD
C -0.978 2.022 -1.830
N -0.380 0.726 -1.314
C 0.722 0.286 -1.883
N 1.077 -1.036 -1.392
N 1.835 0.951 -2.447
H -0.192 2.911 -1.658
H -1.877 2.062 -1.177
H -1.319 2.038 -2.782
H 0.446 -1.414 -0.791
H 2.029 -1.095 -1.269
H 1.611 1.796 -3.188
H 2.381 1.514 -1.652
C -0.771 -1.656 3.639
C -0.207 -1.123 2.318
O 0.860 -1.412 1.843
O -1.145 -0.822 1.410
H -1.221 -2.671 3.334
H -1.670 -1.070 3.842
H -0.024 -1.624 4.345
H -1.174 -0.382 0.652
```

Formula: C4H6F3N
Source: the Open Molecules 2025 dataset
Level of theory: ωB97M-V/def2-TZVPD

Frontier orbital gap (alpha / beta): 6.9 / 8.5 eV
ΔE to the lowest compared entry with this formula, charge and spin: 3.654 eV
HOMO energy (alpha / beta): -0.261 / -0.297 Ha
Electronic energy: -510.20760 a.u.
Lowest unoccupied orbital energy (alpha / beta): -0.2020 / 0.4452 eV
Spin multiplicity: 1

Geometry as XYZ:
```
14
C4H6F3N ωB97M-V/def2-TZVPD
C -1.540 0.998 -0.777
C -1.002 -0.040 -0.178
C 1.652 -0.385 -0.706
C -1.441 -0.750 1.016
N 2.327 0.440 0.139
F -1.309 -0.065 2.125
F -0.824 -1.932 1.167
F -2.784 -1.137 0.882
H -2.526 1.256 -0.726
H -0.852 1.459 -1.580
H 1.071 0.063 -1.413
H 1.978 -1.431 -0.629
H 2.330 1.459 -0.146
H 2.920 0.065 0.825
```

Formula: C29H33N6O3S4SbSiTc
Source: the Open Molecules 2025 dataset
Level of theory: ωB97M-V/def2-TZVPD

Frontier orbital gap (alpha / beta): 4.2 / 4.2 eV
HOMO energy (alpha / beta): -0.564 / -0.565 Ha
Electronic energy: -3881.59160 a.u.
Lowest unoccupied orbital energy (alpha / beta): -11.1709 / -11.1620 eV
Spin multiplicity: 1
Charge: +3

Geometry as XYZ:
```
78
C29H33N6O3S4SbSiTc ωB97M-V/def2-TZVPD
Tc 0.548 0.666 -0.584
N -1.212 2.161 2.823
C -2.391 2.170 2.112
C -2.095 1.697 0.873
N -0.752 1.411 0.833
C -0.240 1.700 2.029
C 1.171 1.437 2.171
N 1.757 0.967 1.071
C 3.069 0.704 1.381
C 3.266 1.019 2.690
N 2.062 1.477 3.167
H -1.128 2.423 3.794
H -3.327 2.487 2.545
H -2.746 1.542 0.028
H 3.774 0.306 0.669
H 4.147 0.953 3.307
H 1.906 1.800 4.111
S -0.736 -0.973 -5.403
Sb 1.079 -0.522 -6.607
S 1.765 -0.618 -3.080
S 0.122 0.502 -2.887
S 2.704 0.071 -4.724
C 1.543 -3.478 1.183
C 0.707 -3.901 -0.011
C 0.041 -5.246 0.195
C 1.441 -3.784 -1.331
Si -0.814 -2.507 -0.098
O 0.031 -1.118 -0.148
C -1.872 -2.597 -1.633
C -2.017 -3.707 -2.466
C -2.905 -3.681 -3.536
C -3.660 -2.544 -3.789
C -3.530 -1.430 -2.969
C -2.642 -1.457 -1.904
C -1.764 -2.661 1.492
C -2.619 -3.743 1.718
C -3.424 -3.777 2.848
C -3.400 -2.724 3.754
C -2.554 -1.643 3.538
C -1.732 -1.617 2.422
H 2.393 -4.167 1.265
H 0.979 -3.544 2.114
H 1.940 -2.468 1.075
H 0.828 -6.013 0.162
H -0.678 -5.506 -0.583
H -0.441 -5.323 1.169
H 2.246 -4.530 -1.344
H 1.898 -2.802 -1.453
H 0.800 -3.987 -2.191
H -1.448 -4.612 -2.291
H -3.015 -4.560 -4.159
H -4.356 -2.530 -4.619
H -4.134 -0.548 -3.150
H -2.565 -0.592 -1.249
H -2.674 -4.564 1.012
H -4.068 -4.629 3.021
H -4.041 -2.750 4.625
H -2.537 -0.821 4.245
H -1.049 -0.789 2.266
O 3.612 4.373 1.889
C 3.117 5.629 1.438
N 3.611 6.005 0.148
C 3.029 5.779 -1.062
O 3.430 6.270 -2.091
C 1.791 4.908 -1.138
C 0.701 5.447 -1.809
C -0.398 4.644 -2.056
C -0.344 3.322 -1.681
N 0.720 2.768 -1.063
C 1.765 3.571 -0.773
H 4.569 4.437 1.991
H 3.361 6.420 2.145
H 2.036 5.516 1.399
H 4.423 6.605 0.097
H 0.742 6.474 -2.153
H -1.269 5.021 -2.574
H -1.172 2.663 -1.909
H 2.626 3.121 -0.294
```

Formula: C2H6N2S
Source: the Open Molecules 2025 dataset
Level of theory: ωB97M-V/def2-TZVPD

Frontier orbital gap: 9.7 eV
ΔE to the lowest compared entry with this formula, charge and spin: 3.057 eV
HOMO energy: -0.335 Ha
Electronic energy: -587.39166 a.u.
Lowest unoccupied orbital energy: 0.6395 eV
Spin multiplicity: 1
Structure (SMILES): [H]/N=C(/N)SC

Geometry as XYZ:
```
11
C2H6N2S ωB97M-V/def2-TZVPD
H -0.272 1.510 -0.814
N 0.545 1.024 -0.271
C 0.722 -0.193 -0.017
N 2.123 -0.737 -0.017
S -0.534 -1.387 -0.289
C -1.708 0.046 0.161
H 2.930 0.125 -0.109
H 2.347 -1.431 0.656
H -1.633 0.938 -0.695
H -1.579 0.354 1.265
H -2.941 -0.248 0.129
```

Formula: C14H23CeN2PSe
Source: the Open Molecules 2025 dataset
Level of theory: ωB97M-V/def2-TZVPD

Frontier orbital gap (alpha / beta): 3.9 / 3.9 eV
ΔE to the lowest compared entry with this formula, charge and spin: 0.000 eV
HOMO energy (alpha / beta): -0.511 / -0.511 Ha
Electronic energy: -3873.88210 a.u.
Lowest unoccupied orbital energy (alpha / beta): -10.0414 / -10.0302 eV
Spin multiplicity: 1
Charge: +2

Geometry as XYZ:
```
42
C14H23CeN2PSe ωB97M-V/def2-TZVPD
C -0.092 -3.741 0.866
C 0.882 -3.301 -0.045
C 1.211 -1.936 -0.173
C 0.623 -1.032 0.731
C -0.411 -1.452 1.579
C -0.720 -2.817 1.674
C 2.227 -1.558 -1.228
C 1.751 -0.889 -2.561
N 0.669 0.042 -2.549
Ce 1.049 1.278 1.363
C -1.247 -0.422 2.325
P -1.734 1.140 1.344
H 1.348 -4.032 -0.691
H -1.510 -3.119 2.366
H -0.358 -4.800 0.925
H -0.833 -0.103 3.307
H -2.255 -0.807 2.521
H 3.048 -0.950 -0.784
H 2.709 -2.515 -1.533
H 2.659 -0.385 -2.911
C -2.488 2.283 2.531
C -3.102 0.466 0.383
H 1.578 -1.727 -3.321
C -0.643 -0.453 -2.534
C 0.881 1.257 -3.257
H 0.360 3.054 2.989
H -1.038 -0.865 -3.498
H -0.768 -1.218 -1.771
H -1.328 0.306 -2.212
H 0.629 1.242 -4.351
H 0.339 2.075 -2.805
H 1.923 1.571 -3.159
H -3.967 0.298 1.042
H -3.384 1.179 -0.404
H -2.795 -0.485 -0.084
H -3.393 1.855 2.978
H -1.769 2.547 3.318
H -2.753 3.207 1.995
H 0.749 3.416 2.400
Se 5.167 4.926 1.186
C 3.809 3.669 1.072
N 2.978 2.794 0.975
```

> Which value of electronic energy does entry 1 give?

-473.67101 a.u.

> What is the formula in the fourth record?

C2H6N2S

Repeat the first record exactly.
Formula: C4H11N3O2
Source: the Open Molecules 2025 dataset
Level of theory: ωB97M-V/def2-TZVPD

Frontier orbital gap: 9.5 eV
ΔE to the lowest compared entry with this formula, charge and spin: 3.585 eV
HOMO energy: -0.325 Ha
Electronic energy: -473.67101 a.u.
Lowest unoccupied orbital energy: 0.6286 eV
Spin multiplicity: 1
Structure (SMILES): CN=C(N)N.CC(=O)O

Geometry as XYZ:
```
20
C4H11N3O2 ωB97M-V/def2-TZVPD
C -0.978 2.022 -1.830
N -0.380 0.726 -1.314
C 0.722 0.286 -1.883
N 1.077 -1.036 -1.392
N 1.835 0.951 -2.447
H -0.192 2.911 -1.658
H -1.877 2.062 -1.177
H -1.319 2.038 -2.782
H 0.446 -1.414 -0.791
H 2.029 -1.095 -1.269
H 1.611 1.796 -3.188
H 2.381 1.514 -1.652
C -0.771 -1.656 3.639
C -0.207 -1.123 2.318
O 0.860 -1.412 1.843
O -1.145 -0.822 1.410
H -1.221 -2.671 3.334
H -1.670 -1.070 3.842
H -0.024 -1.624 4.345
H -1.174 -0.382 0.652
```